No. 1
ORCA calculation (ωB97M-V/def2-TZVPD) on a 14-piece molecular cluster, C48H96O20S6 overall at a distorted geometry.

```
! wB97M-V def2-TZVPD RIJCOSX def2/J DEFGRID3
* xyz 0 1
C 3.555 -3.311 2.241
C 2.093 -3.479 1.769
C 2.120 -4.756 0.842
S 3.769 -4.708 -0.011
O 3.460 -4.208 -1.382
O 4.381 -6.025 0.104
C 4.472 -3.341 0.997
H 3.826 -4.144 2.890
H 3.785 -2.411 2.813
H 1.700 -2.607 1.247
H 1.366 -3.639 2.565
H 1.264 -4.890 0.181
H 2.219 -5.597 1.529
H 4.437 -2.453 0.366
H 5.481 -3.656 1.264
C -0.017 -0.188 -6.926
C 0.395 -0.394 -5.449
C -0.856 -0.116 -4.610
S -2.189 -0.998 -5.494
O -3.373 -0.130 -5.614
O -2.289 -2.369 -5.012
C -1.355 -0.945 -7.070
H 0.797 -0.587 -7.530
H -0.036 0.864 -7.212
H 1.301 0.184 -5.265
H 0.789 -1.402 -5.324
H -1.026 0.954 -4.730
H -0.823 -0.328 -3.541
H -1.969 -0.613 -7.907
H -1.119 -1.972 -7.349
C 2.283 2.847 5.576
C 1.204 2.147 4.779
C 0.766 3.158 3.692
S 1.039 4.893 4.327
O -0.255 5.509 4.520
O 2.096 5.598 3.668
C 1.712 4.200 5.981
H 3.144 3.086 4.952
H 2.705 2.383 6.467
H 0.443 1.910 5.522
H 1.668 1.278 4.312
H -0.304 3.124 3.486
H 1.386 3.171 2.796
H 0.919 4.080 6.719
H 2.408 4.961 6.332
C 1.202 2.962 -2.955
C 1.944 3.344 -4.223
C 2.619 4.687 -4.187
S 2.824 4.934 -2.319
O 1.948 6.066 -2.045
O 4.267 4.905 -1.944
C 2.054 3.329 -1.731
H 0.857 1.928 -2.981
H 0.285 3.538 -2.829
H 1.256 3.315 -5.069
H 2.685 2.596 -4.505
H 1.894 5.429 -4.521
H 3.548 4.814 -4.743
H 1.472 3.517 -0.828
H 2.810 2.564 -1.559
C 6.280 0.825 1.588
C 5.407 -0.052 2.565
C 4.080 0.711 2.669
S 3.714 1.340 0.917
O 3.298 2.739 0.906
O 3.000 0.316 0.159
C 5.445 1.241 0.356
H 7.171 0.285 1.267
H 6.469 1.763 2.110
H 5.938 -0.185 3.508
H 5.258 -1.019 2.084
H 4.265 1.600 3.272
H 3.214 0.275 3.169
H 5.738 2.226 -0.009
H 5.554 0.487 -0.424
C -6.352 -2.678 -2.486
C -4.908 -3.008 -2.848
C -3.956 -2.117 -2.044
S -4.676 -2.319 -0.352
O -4.582 -1.083 0.450
O -4.323 -3.599 0.259
C -6.394 -2.630 -0.943
H -6.953 -3.467 -2.938
H -6.693 -1.698 -2.821
H -4.733 -3.060 -3.923
H -4.761 -4.004 -2.431
H -4.170 -1.087 -2.332
H -2.882 -2.296 -2.095
H -7.011 -1.822 -0.550
H -6.697 -3.544 -0.431
C -1.875 -5.047 -2.585
C -0.447 -4.483 -2.453
O -0.200 -3.570 -1.728
C 0.673 -5.194 -3.187
H -2.492 -4.548 -1.837
H -1.854 -6.136 -2.544
H -2.234 -4.862 -3.597
H 1.466 -5.651 -2.595
H 1.223 -4.546 -3.869
H 0.294 -6.013 -3.799
C -1.728 -3.973 2.534
C -2.455 -4.771 3.629
O -2.616 -4.370 4.797
C -3.090 -6.077 3.161
H -2.381 -3.716 1.700
H -0.859 -4.491 2.129
H -1.424 -3.039 3.009
H -3.570 -6.541 4.022
H -2.283 -6.735 2.839
H -3.767 -5.861 2.335
C -3.107 1.582 2.293
C -3.983 2.268 3.316
O -5.056 1.740 3.713
C -3.485 3.578 3.923
H -3.599 0.839 1.665
H -2.295 1.172 2.893
H -2.665 2.320 1.624
H -2.659 3.298 4.577
H -4.221 4.010 4.601
H -3.235 4.266 3.116
C -3.857 3.040 -0.934
C -3.659 3.295 -2.400
O -3.783 4.381 -2.957
C -3.259 2.052 -3.177
H -4.336 3.925 -0.516
H -2.879 2.907 -0.471
H -4.519 2.186 -0.788
H -3.689 1.152 -2.738
H -2.171 2.014 -3.125
H -3.613 2.221 -4.194
C -0.994 -1.296 0.701
C -0.908 -0.024 -0.096
O -1.644 0.330 -0.961
C 0.018 0.972 0.543
H -1.118 -1.053 1.756
H -0.135 -1.928 0.478
H -1.843 -1.815 0.256
H 0.471 0.605 1.464
H -0.551 1.863 0.807
H 0.867 1.048 -0.137
C -0.425 6.853 1.133
C -0.982 5.567 0.490
O -1.334 4.550 1.097
C -1.190 5.649 -0.989
H -0.762 6.702 2.159
H -0.828 7.778 0.719
H 0.664 6.860 1.120
H -0.627 4.791 -1.359
H -0.802 6.556 -1.454
H -2.240 5.409 -1.152
C 0.017 -1.856 6.593
C -0.357 -1.299 5.228
O 0.534 -1.147 4.378
C -1.766 -0.801 5.003
H 0.926 -1.334 6.892
H 0.207 -2.923 6.472
H -0.732 -1.672 7.363
H -1.878 -0.540 3.951
H -1.824 0.078 5.645
H -2.549 -1.502 5.291
C 4.853 -2.133 -3.326
C 3.706 -1.080 -3.295
O 3.655 -0.063 -4.047
C 2.495 -1.382 -2.363
H 5.283 -2.221 -2.328
H 5.603 -1.935 -4.091
H 4.332 -3.026 -3.671
H 1.839 -2.146 -2.781
H 1.996 -0.439 -2.142
H 2.934 -1.770 -1.444
*
```

Output
DFT total energy: -157290.0900 eV
frontier orbital gap: 9.05 eV
ΔE to the lowest compared entry with this formula, charge and spin: 38.7 kcal/mol
HOMO level: -9.057 eV


No. 2
ORCA calculation (ωB97M-V/def2-TZVPD) on a 16-piece molecular cluster, C48H96O28 overall at a distorted geometry.

```
! wB97M-V def2-TZVPD RIJCOSX def2/J DEFGRID3
* xyz 0 1
C -11.202 3.599 -22.728
O -11.698 3.367 -24.052
C -12.332 4.357 -24.660
O -12.624 5.417 -24.186
O -12.591 3.932 -25.893
C -13.185 4.829 -26.810
H -10.432 4.363 -22.840
H -10.781 2.707 -22.280
H -12.020 3.965 -22.108
H -14.030 5.342 -26.347
H -13.571 4.276 -27.660
H -12.469 5.568 -27.168
C -11.916 -3.201 -26.402
O -12.460 -3.960 -25.326
C -13.486 -3.477 -24.625
O -14.082 -2.462 -24.867
O -13.754 -4.349 -23.681
C -14.863 -4.067 -22.826
H -11.007 -3.754 -26.635
H -11.617 -2.198 -26.111
H -12.570 -3.164 -27.272
H -14.768 -3.108 -22.314
H -14.868 -4.845 -22.069
H -15.760 -4.087 -23.443
C -13.860 0.790 -26.740
O -13.630 0.469 -28.119
C -12.499 -0.127 -28.420
O -11.622 -0.502 -27.677
O -12.385 -0.126 -29.746
C -11.188 -0.633 -30.329
H -13.145 0.401 -26.023
H -14.889 0.554 -26.499
H -13.770 1.875 -26.665
H -11.406 -0.747 -31.387
H -10.973 -1.625 -29.920
H -10.315 -0.027 -30.084
C -12.323 0.320 -18.872
O -11.864 0.583 -20.169
C -12.485 0.032 -21.204
O -13.501 -0.610 -21.154
O -11.837 0.399 -22.308
C -12.137 -0.400 -23.468
H -13.393 0.435 -18.710
H -11.857 1.043 -18.198
H -11.979 -0.616 -18.425
H -11.646 0.121 -24.288
H -13.211 -0.406 -23.627
H -11.676 -1.383 -23.403
C -8.793 0.445 -33.509
O -9.090 1.413 -34.520
C -8.653 1.176 -35.732
O -7.919 0.294 -36.076
O -9.148 2.118 -36.542
C -8.550 2.182 -37.824
H -9.605 0.396 -32.787
H -7.875 0.746 -33.015
H -8.715 -0.567 -33.898
H -8.863 1.317 -38.411
H -7.458 2.113 -37.826
H -8.779 3.124 -38.311
C -8.710 -1.602 -26.164
O -9.244 -1.473 -24.852
C -8.506 -2.004 -23.876
O -7.455 -2.560 -24.029
O -9.100 -1.710 -22.732
C -8.497 -2.145 -21.526
H -9.459 -1.223 -26.856
H -8.491 -2.638 -26.420
H -7.811 -1.007 -26.322
H -9.021 -1.744 -20.661
H -7.450 -1.844 -21.541
H -8.588 -3.229 -21.424
C -16.279 0.194 -23.026
C -15.787 1.398 -23.786
O -16.175 1.604 -24.919
C -14.846 2.378 -23.130
H -17.199 -0.150 -23.498
H -16.491 0.389 -21.975
H -15.547 -0.614 -23.082
H -15.292 2.749 -22.205
H -14.814 3.299 -23.719
H -13.829 1.986 -23.107
C -12.121 -6.590 -30.031
C -12.526 -5.170 -29.688
O -11.741 -4.245 -29.697
C -13.964 -5.001 -29.259
H -12.557 -7.331 -29.364
H -11.042 -6.741 -29.996
H -12.418 -6.718 -31.076
H -14.350 -4.198 -29.885
H -14.133 -4.812 -28.201
H -14.542 -5.884 -29.530
C -17.423 -2.690 -26.246
C -16.602 -2.989 -27.488
O -16.671 -4.035 -28.087
C -15.668 -1.889 -27.892
H -16.807 -2.850 -25.359
H -18.243 -3.397 -26.113
H -17.790 -1.667 -26.310
H -15.117 -2.157 -28.794
H -14.891 -1.836 -27.122
H -16.135 -0.909 -27.954
C -10.485 -2.381 -34.946
C -11.135 -3.748 -34.913
O -12.074 -3.968 -35.647
C -10.676 -4.718 -33.865
H -10.751 -1.706 -34.134
H -10.604 -1.919 -35.922
H -9.411 -2.555 -34.801
H -10.781 -4.211 -32.902
H -9.607 -4.905 -33.974
H -11.262 -5.632 -33.915
C -13.493 2.111 -34.017
C -12.333 1.251 -34.406
O -12.004 0.324 -33.690
C -11.595 1.555 -35.689
H -14.222 2.152 -34.834
H -13.184 3.150 -33.877
H -14.011 1.711 -33.150
H -10.665 1.942 -35.254
H -12.118 2.288 -36.295
H -11.341 0.667 -36.262
C -5.100 0.911 -29.360
C -6.369 0.333 -29.943
O -6.469 -0.843 -30.211
C -7.509 1.264 -30.314
H -5.373 0.946 -28.296
H -4.813 1.903 -29.695
H -4.287 0.200 -29.477
H -8.301 0.802 -30.887
H -7.048 2.066 -30.899
H -7.918 1.721 -29.410
C -8.959 1.637 -24.661
C -8.605 1.723 -26.132
O -7.450 1.541 -26.466
C -9.659 1.997 -27.177
H -8.552 2.611 -24.358
H -8.381 0.880 -24.143
H -10.029 1.576 -24.499
H -10.432 2.660 -26.781
H -10.084 1.063 -27.540
H -9.182 2.554 -27.981
C -15.582 -3.374 -33.973
C -14.514 -3.630 -32.946
O -14.450 -4.661 -32.320
C -13.521 -2.501 -32.718
H -15.146 -2.862 -34.834
H -16.324 -2.685 -33.563
H -16.040 -4.289 -34.337
H -12.545 -2.896 -32.438
H -13.886 -1.779 -31.987
H -13.347 -1.966 -33.653
C -8.801 -5.144 -30.908
C -8.743 -3.654 -30.752
O -8.716 -2.907 -31.702
C -8.692 -3.132 -29.326
H -8.847 -5.630 -29.933
H -7.930 -5.514 -31.449
H -9.715 -5.434 -31.424
H -7.824 -3.572 -28.827
H -9.601 -3.332 -28.757
H -8.552 -2.055 -29.235
C -10.660 3.020 -31.975
C -11.378 3.304 -30.679
O -10.775 3.665 -29.698
C -12.886 3.169 -30.695
H -10.927 3.867 -32.622
H -11.003 2.150 -32.534
H -9.576 3.052 -31.889
H -13.391 3.348 -31.641
H -13.218 3.916 -29.974
H -13.129 2.150 -30.385
*
```

Output
DFT total energy: -108662.4631 eV
frontier orbital gap: 9.60 eV
ΔE to the lowest compared entry with this formula, charge and spin: 0.0 kcal/mol
HOMO level: -9.181 eV